## 1
Formula: C4H15N2O
Source: the Open Molecules 2025 dataset
Level of theory: the ωB97M-V functional and the def2-TZVPD basis

Output
**HOMO-LUMO gap**: 11.355 eV
**E_LUMO**: -2.72 eV
**Highest occupied orbital energy**: -14.1 eV
**Total charge**: +1

CARTESIAN COORDINATES (ANGSTROEM)
C -1.031 2.056 -0.024
C -0.258 0.787 -0.448
C 1.249 1.033 -0.253
C 2.115 -0.158 -0.582
N 1.742 -1.364 0.155
N -0.720 -0.315 0.513
H -0.862 2.157 1.053
H -2.093 2.004 -0.247
H -0.550 2.930 -0.454
H -0.567 0.382 -1.410
H 1.465 1.955 -0.795
H 1.426 1.381 0.775
H 3.155 0.166 -0.413
H 2.132 -0.387 -1.646
H 2.230 -1.443 1.046
H 2.093 -2.198 -0.299
H -1.585 -0.781 0.207
H -0.757 -0.003 1.472
H 0.104 -1.020 0.467
H -3.443 -2.127 0.907
H -3.166 -2.660 -0.397
O -2.679 -2.394 0.374

=====

## 2
Formula: C4H15N2O
Source: the Open Molecules 2025 dataset
Level of theory: the ωB97M-V functional and the def2-TZVPD basis

Output
**HOMO-LUMO gap**: 11.362 eV
**E_LUMO**: -2.72 eV
**Highest occupied orbital energy**: -14.1 eV
**Total charge**: +1

CARTESIAN COORDINATES (ANGSTROEM)
C 0.085 -1.809 -1.306
N 0.743 -1.680 -2.620
C -0.572 -0.439 -0.997
N 0.556 0.613 -1.152
C 1.415 0.739 0.096
C 0.501 1.361 1.159
H -0.628 -2.637 -1.127
H 0.869 -1.885 -0.556
H 0.042 -1.331 -3.272
H 1.176 -2.556 -2.875
H -1.206 -0.288 -1.858
H -0.879 -0.399 0.035
H 1.095 0.255 -1.953
H 0.065 1.490 -1.296
H 2.337 1.305 -0.098
H 1.825 -0.255 0.297
H -0.142 0.656 1.682
H 1.162 1.647 1.989
H -0.088 2.264 0.944
H -2.734 0.267 4.612
H -3.054 1.714 4.330
O -2.568 0.966 3.967

=====

Most stable: 1

=====

## 1
Formula: C4H15N2O
Source: the Open Molecules 2025 dataset
Level of theory: the ωB97M-V functional and the def2-TZVPD basis

Output
**HOMO-LUMO gap**: 9.191 eV
**E_LUMO**: -3.40 eV
**Highest occupied orbital energy**: -12.6 eV
**Total charge**: +1

CARTESIAN COORDINATES (ANGSTROEM)
C 0.898 1.226 -0.439
C 0.223 0.018 -1.099
C -0.179 -1.099 -0.120
C 1.073 -1.834 0.341
N 1.493 -3.011 -0.465
N -0.072 1.988 0.439
H 1.735 0.935 0.187
H 1.159 1.853 -1.286
H 0.944 -0.333 -1.852
H -0.521 0.349 -1.836
H -0.677 -0.635 0.727
H -0.736 -1.813 -0.732
H 1.121 -2.233 1.338
H 1.975 -1.201 0.340
H 0.688 -3.610 -0.619
H 1.718 -2.717 -1.418
H -0.800 1.335 0.757
H -0.642 2.628 -0.096
H 0.449 2.398 1.215
H -3.631 1.836 0.671
H -2.720 2.179 1.949
O -2.739 1.986 1.000

=====

## 2
Formula: C4H15N2O
Source: the Open Molecules 2025 dataset
Level of theory: the ωB97M-V functional and the def2-TZVPD basis

Output
**HOMO-LUMO gap**: 5.513 eV
**E_LUMO**: -7.42 eV
**Highest occupied orbital energy**: -12.9 eV
**Total charge**: +1

CARTESIAN COORDINATES (ANGSTROEM)
N 1.166 -0.827 -0.089
C -0.019 0.020 -0.223
C 0.229 1.216 0.678
C -1.258 -0.766 0.224
N -2.406 -0.057 0.655
C -3.269 0.704 -0.897
H -0.158 0.271 -1.244
H 1.819 -0.569 -0.824
H 0.986 -1.830 -0.178
H -1.166 2.643 0.633
H 0.179 0.815 1.692
H -0.763 1.850 0.574
H 1.122 1.819 0.452
H -1.401 -1.523 -0.554
H -0.861 -1.329 1.084
H -2.717 0.996 0.253
H -2.511 0.449 -1.655
H -3.843 -0.217 -0.897
H -3.912 1.541 -1.058
H 5.387 -1.138 0.185
H 4.815 -0.274 -0.943
O 4.665 -0.536 -0.020

=====

Most stable: 1

=====

## 1
Formula: C4H15N2O
Source: the Open Molecules 2025 dataset
Level of theory: the ωB97M-V functional and the def2-TZVPD basis

Output
**HOMO-LUMO gap**: 10.293 eV
**E_LUMO**: -2.80 eV
**Highest occupied orbital energy**: -13.1 eV
**Total charge**: +1

CARTESIAN COORDINATES (ANGSTROEM)
C 0.740 0.495 -1.633
N -0.302 1.478 -0.852
C 0.279 2.872 -0.532
C 0.658 -0.672 -0.563
N -0.620 -0.720 0.324
C -1.389 -1.987 0.084
H 0.325 0.334 -2.642
H 1.562 1.098 -1.745
H -1.070 1.646 -1.490
H 0.269 3.454 -1.470
H -0.435 3.495 0.142
H 1.288 3.116 -0.082
H 0.737 -1.629 -1.211
H 1.523 -0.691 0.146
H -1.251 0.130 0.373
H -0.362 -0.711 1.317
H -1.992 -2.155 -0.964
H -0.579 -2.759 0.211
H -2.042 -2.274 0.982
H 1.391 -0.916 3.417
H 0.570 -2.254 3.299
O 0.701 -1.349 2.888

=====

## 2
Formula: C4H15N2O
Source: the Open Molecules 2025 dataset
Level of theory: the ωB97M-V functional and the def2-TZVPD basis

Output
**HOMO-LUMO gap**: 3.994 eV
**E_LUMO**: -9.55 eV
**Highest occupied orbital energy**: -13.5 eV
**Total charge**: +1

CARTESIAN COORDINATES (ANGSTROEM)
C 1.447 -0.020 0.550
C 1.869 -0.105 -0.938
C 2.403 1.253 -1.350
C -3.649 0.842 0.302
N -2.268 0.869 0.703
N 1.414 -1.356 1.097
H 0.463 0.504 0.509
H 2.155 0.545 1.144
H 2.524 -0.970 -1.164
H 0.961 -0.319 -1.502
H 1.824 2.090 -0.927
H 2.595 1.425 -2.402
H -3.668 0.721 -0.828
H -4.131 1.798 0.567
H -4.221 -0.019 0.672
H 3.410 1.363 -0.887
H -1.674 0.119 0.375
H 1.380 -1.321 2.119
H 0.610 -1.908 0.690
H -1.328 -2.112 -0.737
H -2.081 1.240 1.627
O -0.709 -1.436 -0.410

=====

Most stable: 1

=====

## 1
Formula: C4H8ClN
Source: the Open Molecules 2025 dataset
Level of theory: the ωB97M-V functional and the def2-TZVPD basis

Output
**HOMO-LUMO gap**: 10.149 eV
**E_LUMO**: 0.72 eV
**Highest occupied orbital energy**: -9.4 eV
**Structure (SMILES)**: ClCC1CNC1

CARTESIAN COORDINATES (ANGSTROEM)
Cl -1.700 -2.033 -0.028
C -0.072 -1.527 -0.584
C 0.457 -0.141 -0.270
C -0.333 1.186 -0.589
N -0.473 1.426 0.951
C 0.308 0.088 1.105
H -0.230 -1.612 -1.669
H 0.350 -2.449 -0.214
H 1.458 0.134 -0.528
H 0.282 1.975 -1.308
H -1.296 1.175 -1.275
H 0.443 2.254 0.955
H 1.259 0.124 1.905
H -0.452 -0.599 1.549

=====

## 2
Formula: C4H8ClN
Source: the Open Molecules 2025 dataset
Level of theory: the ωB97M-V functional and the def2-TZVPD basis

Output
**HOMO-LUMO gap**: 10.421 eV
**E_LUMO**: 1.11 eV
**Highest occupied orbital energy**: -9.3 eV
**Structure (SMILES)**: C[C@@H]1[C@H](C)N1Cl

CARTESIAN COORDINATES (ANGSTROEM)
C -0.753 1.576 -0.009
C 0.450 0.784 -0.281
C 0.575 -0.734 -0.247
C -0.716 -1.535 0.041
N 1.069 0.087 0.892
Cl 2.770 0.129 0.981
H -1.647 0.939 -0.075
H -0.768 2.340 -0.785
H -0.565 2.088 0.898
H 1.192 1.120 -0.989
H 1.300 -1.353 -0.823
H -0.609 -1.915 1.045
H -0.678 -2.462 -0.495
H -1.620 -1.064 -0.152

=====

## 3
Formula: C4H8ClN
Source: the Open Molecules 2025 dataset
Level of theory: the ωB97M-V functional and the def2-TZVPD basis

Output
**HOMO-LUMO gap**: 10.158 eV
**E_LUMO**: 1.11 eV
**Highest occupied orbital energy**: -9.1 eV
**Structure (SMILES)**: ClCCN1CC1

CARTESIAN COORDINATES (ANGSTROEM)
Cl -2.524 0.028 -0.187
C -0.910 0.198 0.596
C 0.200 -0.703 -0.095
N 1.409 -0.117 0.371
C 2.697 -0.442 -0.105
C 2.042 0.946 -0.284
H -0.498 1.213 0.289
H -0.912 0.081 1.637
H 0.130 -1.721 0.259
H 0.059 -0.559 -1.147
H 3.534 -0.584 0.624
H 2.757 -1.133 -0.975
H 2.190 1.766 0.427
H 1.610 1.293 -1.202

=====

Most stable: 3